Entry P
C5H12N4 | wB97M-V/def2-TZVPD

The geometry in XYZ format:
```
21
Properties=species:S:1:pos:R:3
C 0.4523 2.2100 0.1768
N 0.3326 0.9317 -0.4980
C 1.1800 -0.1159 -0.1456
N 2.5635 -0.0374 -0.0487
C 0.2938 -1.1409 -0.0615
N 0.3837 -2.5300 -0.3162
C -0.9068 -0.2655 -0.2760
C -1.7243 0.1481 0.9299
N -1.6848 -0.4973 -1.4057
H 0.6469 2.1327 1.2580
H -0.4740 2.7674 0.0321
H 1.2543 2.8012 -0.2774
H 2.9298 0.9020 -0.0124
H 2.9759 -0.6484 0.6406
H 0.0849 -3.0998 0.4669
H 1.3160 -2.8061 -0.5991
H -1.0739 0.3799 1.7696
H -2.3867 -0.6713 1.2149
H -2.3358 1.0207 0.6972
H -2.6655 -0.7155 -1.3187
H -1.1621 -0.7655 -2.2268
```

The spin multiplicity is 1. The calculation puts the LUMO energy at 0.035 Eh. As for the SMILES: CN1C(N)=C(N)[C@]1(C)N.

=====

Entry Q
C5H12N4 | wB97M-V/def2-TZVPD

The geometry in XYZ format:
```
21
Properties=species:S:1:pos:R:3
C 1.3851 1.0548 -0.9811
C 3.2594 -0.0065 0.0571
C 0.0996 -1.1327 0.0896
C -1.1951 -0.2561 0.3541
C -1.1661 0.8216 1.3432
H 0.3122 0.6425 -1.3087
H 0.9986 2.4513 -0.5361
H 2.2625 0.9267 -1.8998
H 3.3925 -0.6314 -0.8871
H 3.5071 -0.8423 0.6926
H 3.7927 0.9704 0.1908
H -0.4187 -2.1933 0.1311
H -0.2488 0.5606 2.0193
H -1.8731 0.5397 2.1285
H -1.2987 1.9470 1.0433
H -3.9255 1.1280 -0.0169
H -3.9404 -0.4925 -0.9710
N 1.7873 0.2575 0.1745
N 1.3220 -1.0418 0.1169
N -2.2469 -0.4987 -0.3851
N -3.2706 0.1553 -0.7297
```

The spin multiplicity is 1. The calculation puts the LUMO energy at 0.018 Eh.

=====

Entry R
C5H12N4 | wB97M-V/def2-TZVPD

The geometry in XYZ format:
```
21
Properties=species:S:1:pos:R:3
C 2.0831 0.5325 -1.6281
C 0.9727 -0.0142 -0.7825
C 0.3345 -1.1629 -0.9897
N 0.3567 -2.3963 -1.1273
C 0.1437 0.9240 0.0474
N 0.7250 1.3722 1.2510
N -1.0815 -0.1388 0.2747
C -1.0922 -0.9578 1.4796
N -2.3103 0.5384 0.0442
H 1.7337 1.3698 -2.2390
H 2.9068 0.9014 -1.0117
H 2.4548 -0.2562 -2.2799
H -0.4498 -2.8504 -1.5430
H -0.2700 1.7642 -0.5239
H 1.2778 0.6682 1.7266
H 1.0987 2.3127 1.2270
H -1.8865 -1.7062 1.4090
H -0.1432 -1.4876 1.5358
H -1.2583 -0.3468 2.3758
H -2.5557 1.0867 0.8712
H -3.0399 -0.1529 -0.1173
```

The spin multiplicity is 1. The calculation puts the LUMO energy at 0.033 Eh. As for the SMILES: CC(=C=N)[C@H](N)N(C)N.

=====

Of them, entry Q has the lowest stability.

=====

Entry P
C3H8NS | wB97M-V/def2-TZVPD

The geometry in XYZ format:
```
13
Properties=species:S:1:pos:R:3
C 0.4499 -2.5691 2.2798
S -0.8143 -1.2736 2.9213
H 1.4483 -2.1732 1.8953
H 0.0919 -3.1866 1.4243
H 0.6639 -3.1972 3.2260
C 0.1309 2.0003 -2.2774
C -0.7395 0.9557 -0.4590
N -1.0650 1.7092 -1.4698
H 1.0847 2.0517 -1.8119
H 0.1429 1.3527 -3.2659
H -0.0132 2.9774 -2.6643
H -1.5656 0.5549 0.1355
H 0.1852 0.7979 0.0662
```

The spin multiplicity is 1. Its total charge is -1. The calculation puts the LUMO energy at 0.130 Eh.

=====

Entry Q
C3H8NS | wB97M-V/def2-TZVPD

The geometry in XYZ format:
```
13
Properties=species:S:1:pos:R:3
N -0.2049 0.4648 1.6815
C 0.8013 0.2483 0.7802
C 0.5071 -0.3590 -0.5453
C -0.8620 -0.2855 -1.1934
S -2.3474 -1.1580 -0.6971
H -1.0382 0.0884 1.0802
H -0.1969 1.4941 1.7853
H 1.7253 -0.3980 1.2488
H 1.3878 1.2040 0.8444
H 0.6931 -1.4297 -0.2511
H 1.2957 -0.0525 -1.2623
H -1.0023 0.7024 -1.2110
H -0.7587 -0.5193 -2.2604
```

The spin multiplicity is 1. Its total charge is -1. The calculation puts the LUMO energy at 0.151 Eh. As for the SMILES: NCCC[S-].

=====

Of them, entry P has the lowest stability.

=====

Entry P
C3H8NS | wB97M-V/def2-TZVPD

The geometry in XYZ format:
```
13
Properties=species:S:1:pos:R:3
C -1.4021 -2.3266 -1.7914
S -0.8454 -1.7942 -0.0164
H -1.9086 -1.4458 -2.2647
H -2.0438 -3.2590 -1.6913
H -0.6141 -2.5444 -2.6489
C 2.0993 2.4256 0.2261
C 0.0892 1.4890 1.0152
N 0.9252 2.4265 1.2125
H 2.7375 3.2266 0.5981
H 2.6370 1.4815 0.1374
H 1.9423 2.7526 -0.9038
H -0.9357 1.3417 1.3058
H 0.5164 0.6415 0.5434
```

The spin multiplicity is 1. Its total charge is -1. The calculation puts the LUMO energy at 0.140 Eh.

=====

Entry Q
C3H8NS | wB97M-V/def2-TZVPD

The geometry in XYZ format:
```
13
Properties=species:S:1:pos:R:3
C -0.3005 0.9605 1.4572
N -0.6673 0.8754 0.0415
C 0.3310 0.2055 -0.7783
C 0.1854 -1.3262 -0.9244
S 1.7631 -2.1154 -1.4275
H 0.2660 1.8822 1.6329
H 0.4442 0.1963 1.7614
H -1.1459 0.7567 2.1006
H -1.6101 0.5721 -0.0963
H 0.2382 0.6397 -1.7818
H 1.3572 0.4890 -0.5322
H -0.7240 -1.4841 -1.5331
H -0.1373 -1.6518 0.0801
```

The spin multiplicity is 1. Its total charge is -1. The calculation puts the LUMO energy at 0.145 Eh. As for the SMILES: CNCC[S-].

=====

Entry R
C3H8NS | wB97M-V/def2-TZVPD

The geometry in XYZ format:
```
13
Properties=species:S:1:pos:R:3
C 0.8363 2.1105 -1.0434
S 1.4623 0.3890 -1.4290
H 0.1822 2.4561 -0.1580
H 0.5226 2.5677 -1.9990
H 1.6948 2.7257 -1.0236
C 0.1660 -1.7673 1.2851
C -1.5122 -0.6477 0.0801
N -1.2176 -1.2228 1.1945
H 0.2887 -2.3437 0.3201
H 0.9708 -1.0095 1.3866
H 0.0286 -2.2735 2.3219
H -2.5008 -0.9526 -0.3159
H -0.9216 -0.0320 -0.6195
```

The spin multiplicity is 1. Its total charge is -1. The calculation puts the LUMO energy at 0.150 Eh.

=====

Entry S
C3H8NS | wB97M-V/def2-TZVPD

The geometry in XYZ format:
```
13
Properties=species:S:1:pos:R:3
C 0.9076 -1.5036 -0.0303
N -0.3917 -0.9247 -0.2497
C -0.8789 0.3220 0.3422
C -0.0819 1.5608 -0.0454
S -0.4175 3.0324 0.9783
H 1.4470 -0.9016 0.6973
H 1.5373 -1.6752 -0.9336
H 0.8324 -2.5412 0.3262
H -0.6868 -0.9138 -1.2325
H -1.8825 0.4269 -0.0269
H -1.0805 0.3087 1.4354
H -0.2456 1.6898 -1.1290
H 0.9410 1.1195 -0.1320
```

The spin multiplicity is 1. Its total charge is -1. The calculation puts the LUMO energy at 0.142 Eh. As for the SMILES: CNCC[S-].

=====

Of them, entry R has the lowest stability.

=====

Entry P
C18H21N3O3 | wB97M-V/def2-TZVPD

The geometry in XYZ format:
```
45
Properties=species:S:1:pos:R:3
C 1.2339 -1.8676 0.6397
C 1.2429 -0.3599 0.9248
C 2.0187 0.3819 -0.1019
N 3.3305 0.7683 -0.0370
C 3.6469 1.4174 -1.2003
C 4.8431 1.9888 -1.6115
C 4.8726 2.5887 -2.8525
C 3.7405 2.6215 -3.6712
C 2.5503 2.0564 -3.2727
C 2.4892 1.4433 -2.0218
C 1.4702 0.7700 -1.2894
C 0.0389 0.4769 -1.5701
C -0.7766 0.6595 -0.2836
C -2.1467 -0.0227 -0.4137
O -2.5508 -0.5252 -1.4413
N -2.8492 0.0262 0.7331
C -4.1205 -0.6626 0.8214
C -3.9717 -2.1760 1.0117
C -3.2457 -2.5659 2.2981
O -1.8581 -2.3845 2.1166
C -2.2531 0.6342 1.8978
C -0.8098 0.1661 2.0734
O -0.3491 -0.1481 3.1563
N -0.1236 0.1620 0.9214
H 0.5312 -2.3593 1.3065
H 0.9294 -2.0569 -0.3858
H 2.2274 -2.2810 0.7929
H 1.6316 -0.1887 1.9363
H 3.9551 0.6025 0.7333
H 5.7188 1.9632 -0.9795
H 5.7879 3.0431 -3.2020
H 3.8086 3.1014 -4.6365
H 1.6803 2.0822 -3.9115
H -0.3657 1.1385 -2.3359
H -0.0905 -0.5481 -1.9292
H -0.9567 1.7392 -0.1433
H -4.6479 -0.4862 -0.1207
H -4.6955 -0.2254 1.6407
H -4.9671 -2.6211 1.0112
H -3.4072 -2.5773 0.1697
H -3.6166 -1.9634 3.1382
H -3.4513 -3.6234 2.5244
H -1.4229 -2.2904 2.9716
H -2.8180 0.3711 2.7912
H -2.2536 1.7311 1.8012
```

The spin multiplicity is 1. The calculation puts the LUMO energy at 0.026 Eh. As for the SMILES: C[C@H]1c2[nH]c3ccccc3c2C[C@H]2C(=O)N(CCCO)CC(=O)N21.

=====

Entry Q
C18H21N3O3 | wB97M-V/def2-TZVPD

The geometry in XYZ format:
```
45
Properties=species:S:1:pos:R:3
C -6.0177 -0.3919 0.4560
O -4.6821 -0.8234 0.5178
C -3.8427 -0.0414 1.3290
C -3.5006 1.3362 0.7466
C -2.7857 1.2240 -0.5986
N -1.4842 0.6190 -0.4553
C -1.0601 -0.4034 -1.2346
O -1.7186 -0.8717 -2.1405
C 0.2661 -0.9530 -0.8315
C 0.3966 -2.3075 -0.8074
N 1.5105 -2.9506 -0.3723
C 1.5233 -4.3978 -0.3901
C 2.6391 -2.2969 0.1079
O 3.6012 -2.9335 0.5275
C 2.5322 -0.8643 0.0361
C 1.3984 -0.1892 -0.4334
C 1.7264 1.2029 -0.4271
C 1.0832 2.3683 -0.8492
C 1.7321 3.5735 -0.7061
C 3.0149 3.6489 -0.1556
C 3.6888 2.5161 0.2408
C 3.0447 1.2907 0.0924
N 3.5091 0.0379 0.3677
C 4.8168 -0.2596 0.8843
H -6.5632 -1.1688 -0.0762
H -6.4421 -0.2724 1.4611
H -6.1249 0.5530 -0.0882
H -4.2932 0.0887 2.3263
H -2.9271 -0.6306 1.4315
H -2.8653 1.8640 1.4618
H -4.4120 1.9206 0.6150
H -3.3517 0.5815 -1.2780
H -2.6906 2.2214 -1.0478
H -0.8922 0.9492 0.2905
H -0.4206 -2.9350 -1.1295
H 0.7235 -4.7936 0.2367
H 2.4870 -4.7228 0.0004
H 1.3983 -4.7646 -1.4092
H 0.1069 2.3247 -1.3053
H 1.2475 4.4822 -1.0310
H 3.4887 4.6140 -0.0553
H 4.6879 2.5737 0.6441
H 4.9517 0.2056 1.8634
H 4.9133 -1.3392 0.9797
H 5.5862 0.1152 0.2055
```

The spin multiplicity is 1. The calculation puts the LUMO energy at 0.015 Eh. As for the SMILES: COCCCNC(=O)c1cn(C)c(=O)c2c1c1ccccc1n2C.

=====

Of them, entry Q has the lowest stability.

=====

Entry P
FNO4S | wB97M-V/def2-TZVPD

The geometry in XYZ format:
```
7
Properties=species:S:1:pos:R:3
O 1.1027 -1.3190 -0.7801
N 0.1541 -1.0486 -0.1399
O -0.5791 -1.5987 0.6240
S -0.2436 0.7709 -0.1398
O 0.5190 1.4274 -1.1220
O -1.5653 1.1064 0.1793
F 0.6122 0.6616 1.3783
```

The spin multiplicity is 1. The calculation puts the LUMO energy at -0.041 Eh. As for the SMILES: O=[N+]([O-])S(=O)(=O)F.

=====

Entry Q
FNO4S | wB97M-V/def2-TZVPD

The geometry in XYZ format:
```
7
Properties=species:S:1:pos:R:3
N -1.0712 0.3778 -0.9173
O -0.7966 0.0279 0.1666
O -1.9690 0.3030 -1.6279
O 2.0486 -0.1918 0.4111
O 0.7665 -0.8617 2.3696
F -0.0050 1.4055 -1.3455
S 1.0268 -1.0606 0.9433
```

The spin multiplicity is 1. The calculation puts the LUMO energy at -0.064 Eh.

=====

Of them, entry Q has the lowest stability.

=====

Entry P
C9H13N5 | wB97M-V/def2-TZVPD

The geometry in XYZ format:
```
27
Properties=species:S:1:pos:R:3
C -1.3233 0.5938 2.6162
C -2.2217 0.3601 1.6781
C -3.3430 -0.0229 0.5793
C -2.8556 0.4412 -0.8912
C -2.2151 -0.8311 -1.6576
C -0.6271 -0.9200 -1.2517
N 0.2321 -0.2848 -2.1518
N 1.4940 -0.3162 -1.8047
C 1.7383 -0.9799 -0.5980
N 3.1835 -0.9733 -0.1700
C 3.6437 0.4121 0.1714
C 2.5013 1.3919 0.7567
N 0.8820 -1.6516 0.2819
N -0.3783 -1.6190 -0.0681
H -0.8831 0.8271 3.6618
H -4.3376 0.4781 0.8950
H -3.4735 -1.1783 0.6042
H -2.0306 1.2477 -0.7408
H -3.7076 0.9126 -1.5062
H -2.7089 -1.8370 -1.3328
H -2.3318 -0.7066 -2.8082
H 3.3124 -1.6351 0.6140
H 4.4323 0.2924 1.0245
H 4.1955 0.9372 -0.6903
H 3.0514 2.3697 1.0845
H 2.0371 0.9708 1.7346
H 1.7125 1.7258 -0.0124
```

The spin multiplicity is 1. The calculation puts the LUMO energy at -0.024 Eh. As for the SMILES: C#CCCCc1nnc(NCC)nn1.

=====

Entry Q
C9H13N5 | wB97M-V/def2-TZVPD

The geometry in XYZ format:
```
27
Properties=species:S:1:pos:R:3
C -1.4283 -2.5893 3.0988
C -0.9771 -2.3157 1.8429
C -1.6865 -1.7037 4.1880
C -0.5967 -1.1315 1.2571
C -1.4897 1.4444 2.8226
C 0.4601 -0.7576 -2.3793
C 2.3652 0.3806 -1.1930
C -1.5887 3.0919 1.0265
C 0.8641 0.4329 -1.5062
N -1.6613 -0.4209 4.2701
N -0.1782 -0.4756 0.3635
N -1.5161 2.5485 2.3400
N -1.3022 0.3286 3.2510
N 0.1067 0.5282 -0.2832
H -1.6276 -3.6316 3.3090
H -0.8502 -3.1689 1.1763
H -1.9794 -2.1716 5.1205
H 1.0534 -0.7654 -3.2912
H 0.6395 -1.6901 -1.8469
H -0.5934 -0.7058 -2.6485
H 2.6152 -0.5662 -0.7138
H 2.6453 1.1924 -0.5240
H 2.9422 0.4665 -2.1099
H -1.1917 2.4010 0.2762
H -1.0048 4.0143 1.0190
H -2.6274 3.3404 0.7896
H 0.6486 1.3685 -2.0402
```

The spin multiplicity is 1. The calculation puts the LUMO energy (spin up / spin down) at -0.010 / -0.010 Eh.

=====

Of them, entry P has the lowest stability.